No. 1
{"formula": "C3H3NO2S", "method": "wB97M-V/def2-TZVPD", "elements": ["H", "H", "N", "H", "O", "C", "C", "O", "S", "C"], "xyz": [[0.354, 1.123, -0.305], [0.180, -0.643, -0.736], [-2.367, 1.470, -0.013], [0.695, -0.298, 0.875], [-4.442, -1.592, -0.043], [-1.496, 0.071, 0.011], [-3.556, -0.751, -0.036], [-2.233, -1.003, 0.075], [-3.966, 0.962, -0.005], [-0.002, 0.084, -0.046]], "lowdin_charge": [0.107, 0.035, -0.310, 0.151, 0.024, -0.297, -0.752, 0.088, 0.980, -0.025], "smiles": "Cc1nsc(=O)o1", "gap_ev": 8.3, "e_tot_ev": -19576.9901, "homo_ev": -8.50, "de_lowest_kcal_mol": 87.3, "total_charge": 0}

No. 2
{"formula": "C13H37AsO11P3RuSi2", "method": "wB97M-V/def2-TZVPD", "elements": ["C", "H", "C", "H", "H", "H", "H", "P", "O", "O", "H", "H", "H", "H", "As", "H", "H", "H", "H", "P", "H", "O", "O", "O", "C", "H", "Ru", "O", "C", "H", "H", "C", "H", "H", "H", "H", "O", "H", "O", "C", "H", "Si", "C", "H", "H", "C", "H", "O", "H", "H", "H", "C", "H", "H", "H", "C", "H", "P", "O", "H", "H", "C", "H", "C", "H", "Si", "O", "C"], "xyz": [[0.200, -2.274, -1.717], [3.394, 3.563, -0.584], [2.797, -2.571, 1.451], [-1.639, -3.022, -2.690], [-0.266, -4.154, -2.634], [2.243, 1.806, -4.036], [-4.113, 1.987, -0.939], [0.975, 2.398, -1.871], [-2.086, 1.650, -1.229], [0.348, 1.489, -2.881], [3.132, -0.475, 4.108], [-3.568, -2.173, -1.639], [-3.487, 1.160, 1.027], [5.142, -0.071, -2.418], [-0.223, -0.810, 1.170], [-3.490, 1.940, 2.618], [0.289, -3.445, 3.389], [3.294, 4.388, -2.157], [-0.286, 0.198, 4.592], [-1.749, 0.110, -1.453], [-1.133, -3.747, -1.146], [2.981, 2.310, -3.659], [-2.318, -0.213, -2.921], [2.561, -0.411, -2.288], [0.866, -2.624, 3.819], [3.551, -2.985, 2.127], [0.306, -0.411, -1.085], [0.821, 2.012, -0.417], [2.563, -0.116, 3.247], [1.674, -3.053, 4.416], [2.297, -3.392, 0.939], [2.778, 2.319, -2.250], [0.638, 4.481, -1.410], [-2.393, -2.004, 3.711], [-1.617, 1.344, 4.729], [-3.501, -1.668, 2.381], [1.209, -2.662, -1.144], [-0.622, 0.029, -4.108], [4.880, 0.592, -1.767], [-0.787, -3.358, -2.104], [-2.764, -2.484, -0.065], [-1.829, 0.155, 2.590], [3.581, 3.464, -1.655], [-2.220, 2.321, 1.437], [2.326, 1.262, 0.177], [-3.323, 2.228, -1.650], [-3.596, 1.875, -2.643], [0.503, 3.897, -2.168], [-3.167, 3.304, -1.676], [3.267, 0.306, 2.529], [-3.689, -0.815, 3.919], [-3.443, -1.828, -0.612], [1.907, 0.683, 3.589], [-2.176, -0.204, -4.940], [-0.236, 1.715, 3.692], [-1.561, -0.517, -4.099], [-4.415, -1.819, -0.120], [3.303, 0.687, -1.622], [-2.962, -0.496, -0.580], [-1.389, -1.589, -4.164], [3.301, -1.968, 0.697], [-0.889, 0.912, 4.035], [0.213, -2.073, 4.496], [-2.853, 1.526, 1.832], [4.649, 3.307, -1.807], [1.611, -1.542, 2.463], [3.152, 0.765, -0.047], [-2.958, -1.214, 3.212]], "lowdin_charge": [-0.514, 0.087, -0.218, 0.042, 0.085, 0.084, 0.078, 0.309, -0.321, -0.344, 0.034, 0.081, 0.002, 0.100, 0.866, 0.039, 0.027, 0.086, 0.009, 0.549, 0.078, -0.046, -0.288, -0.299, -0.231, 0.036, 0.674, -0.381, -0.208, 0.030, 0.019, -0.604, 0.088, 0.020, 0.034, 0.012, -0.090, 0.058, -0.083, -0.058, 0.063, 0.279, -0.060, 0.038, 0.035, -0.084, 0.086, -0.097, 0.093, 0.016, 0.034, -0.116, 0.003, 0.092, 0.029, -0.091, 0.092, 0.448, -0.354, 0.066, 0.019, -0.226, 0.007, -0.206, 0.085, 0.276, -0.158, -0.211], "gap_ev": [7.5, 6.2], "e_tot_ev": -143654.7765, "s_squared": 0.761, "homo_ev": [-7.37, -7.39], "de_lowest_kcal_mol": 28.0, "total_charge": 0, "multiplicity": 2}

No. 3
{"formula": "C21H23N3O4S", "method": "wB97M-V/def2-TZVPD", "elements": ["H", "C", "C", "C", "C", "C", "H", "C", "H", "C", "C", "C", "H", "H", "H", "H", "C", "H", "O", "C", "S", "H", "H", "C", "H", "C", "C", "H", "C", "H", "H", "N", "H", "C", "N", "H", "H", "C", "C", "C", "N", "C", "O", "H", "O", "H", "H", "O", "H", "H", "H", "C"], "xyz": [[-5.954, 0.211, -1.479], [-1.687, 1.973, -0.013], [1.705, 0.771, 1.071], [5.159, -2.295, -1.409], [0.248, 0.919, 0.976], [-3.991, 1.403, 0.634], [4.350, 2.273, -0.228], [4.112, -1.606, -1.989], [-6.657, -0.275, 1.458], [-5.979, -1.829, -0.751], [-3.787, -1.630, -1.650], [5.806, -1.783, -0.296], [6.622, -2.340, 0.137], [-2.600, -0.281, 2.348], [0.170, 3.245, -1.363], [-4.295, -0.580, 1.008], [5.405, -0.571, 0.252], [-2.129, 2.685, -0.694], [2.260, 0.007, 1.827], [-1.961, 0.295, 1.697], [2.785, 3.414, -1.699], [-4.116, -2.121, -2.573], [6.649, -1.640, 2.388], [7.006, -0.676, 2.011], [7.884, -0.833, 1.376], [3.706, -0.399, -1.442], [-6.445, -0.369, -0.696], [-0.139, -0.527, 2.486], [-2.513, 1.201, 0.786], [-6.283, -2.272, -1.711], [2.890, 0.143, -1.897], [2.446, 1.590, 0.218], [-6.449, -2.395, 0.058], [3.889, 1.426, 0.288], [-4.742, 0.324, 0.947], [5.482, -3.239, -1.820], [7.283, -0.042, 2.852], [-6.158, 0.283, 0.661], [-0.304, 1.834, 0.073], [1.904, 2.471, -0.673], [0.546, 2.571, -0.709], [-0.593, 0.161, 1.789], [-4.458, 2.465, 0.267], [3.612, -2.001, -2.860], [5.992, 0.020, 1.330], [-7.518, -0.347, -0.884], [-6.517, 1.315, 0.660], [-4.590, -2.014, -0.560], [4.184, 1.435, 1.340], [-3.792, -0.545, -1.804], [-2.774, -1.949, -1.412], [4.334, 0.125, -0.327]], "lowdin_charge": [0.112, 0.061, -0.351, -0.087, -0.054, -0.457, 0.076, -0.088, 0.124, -0.224, -0.100, -0.020, 0.101, 0.115, 0.136, 0.119, -0.224, 0.128, 0.124, -0.014, 0.691, 0.092, 0.099, -0.080, 0.095, -0.027, -0.149, 0.124, -0.117, 0.121, 0.109, 0.001, 0.126, -0.109, 0.072, 0.102, 0.094, -0.166, -0.162, -0.785, 0.084, 0.015, 0.071, 0.100, -0.085, 0.116, 0.121, -0.217, 0.133, 0.083, 0.094, -0.123], "smiles": "COCCCNC(=O)c1ccc2c(=O)n(Cc3ccccc3OC)c(=S)[nH]c2c1", "gap_ev": 8.2, "e_tot_ev": -45647.1546, "homo_ev": -8.35, "de_lowest_kcal_mol": 16.6, "total_charge": 0}

No. 4
{"formula": "C7H6Br4MnNO2", "method": "wB97M-V/def2-TZVPD", "elements": ["H", "O", "H", "C", "C", "H", "Br", "C", "C", "Br", "C", "O", "C", "Br", "H", "H", "H", "C", "Mn", "Br", "N"], "xyz": [[-8.244, 14.846, 3.927], [-14.007, 15.882, 4.977], [-12.029, 13.142, 3.039], [-12.035, 15.038, 4.100], [-11.248, 15.994, 4.662], [-9.323, 16.668, 5.121], [-11.445, 18.274, 5.441], [-10.073, 13.897, 3.311], [-9.183, 18.536, 6.953], [-7.328, 19.320, 6.571], [-9.324, 14.855, 3.953], [-14.108, 14.263, 3.415], [-9.905, 15.855, 4.714], [-9.105, 16.715, 7.773], [-11.812, 16.758, 5.176], [-9.698, 18.506, 5.993], [-9.661, 13.120, 2.684], [-11.444, 13.951, 3.450], [-12.908, 19.229, 5.082], [-10.301, 19.720, 8.159], [-13.550, 15.098, 4.130]], "lowdin_charge": [0.122, 0.032, 0.126, -0.106, -0.233, 0.040, 0.767, -0.035, -1.507, 0.546, -0.036, 0.112, -0.141, 0.634, -0.166, -0.234, 0.123, 0.017, 0.714, 0.522, -0.297], "gap_ev": [7.1, 6.4], "e_tot_ev": -324412.6251, "s_squared": 8.764, "homo_ev": [-12.82, -13.00], "total_charge": 1, "multiplicity": 6}